1.
The following is a quantum chemistry calculation of C3H5NO2 in the gas phase in a non-equilibrium geometry, from the OMol25 dataset.

CARTESIAN COORDINATES (ANGSTROEM)
O1 -0.59129 0.33081 -1.92782
C1 -1.29699 0.11137 -0.98020
C2 -0.78181 -0.29662 0.39622
N1 0.66059 -0.45303 0.48629
C3 1.60814 0.51140 0.31862
O2 1.47876 1.70466 0.20495
H1 -2.40592 0.20267 -1.05529
H2 -1.14283 0.46307 1.10783
H3 -1.29800 -1.22345 0.68432
H4 1.18404 -1.31463 0.43528
H5 2.58530 -0.03627 0.32980

## Properties
orbital gap	10.6	eV
SMILES	O=CCNC=O
energy above the lowest of the compared OMol25 structures with the same formula, charge and spin	110.3	kJ/mol
highest occupied orbital energy	-9.8908	eV
calculated total energy	-8776.5517	eV

2.
The following is a quantum chemistry calculation of C3H5NO2 in the gas phase in a non-equilibrium geometry, from the OMol25 dataset.

CARTESIAN COORDINATES (ANGSTROEM)
N1 2.04332 1.28421 0.39808
C1 0.99592 0.59171 0.37931
O1 -0.14264 0.95879 1.03687
C2 -1.18159 0.26325 0.35702
C3 -0.51567 -1.07477 0.07992
O2 0.78581 -0.58161 -0.28923
H1 2.78707 0.84118 -0.13632
H2 -1.39699 0.71286 -0.63859
H3 -2.19128 0.49623 0.64430
H4 -0.36723 -1.81998 0.87561
H5 -0.98874 -1.53634 -0.78138

## Properties
orbital gap	10.8	eV
SMILES	N=C1OCCO1
energy above the lowest of the compared OMol25 structures with the same formula, charge and spin	166.9	kJ/mol
highest occupied orbital energy	-9.9833	eV
calculated total energy	-8775.9653	eV

3.
The following is a quantum chemistry calculation of a molecular structure, C3H5NO2 in a non-equilibrium geometry, from the OMol25 dataset.

CARTESIAN COORDINATES (ANGSTROEM)
C1 1.73842 0.73322 0.15557
C2 0.45249 0.08564 -0.07431
N1 -0.07298 -1.06536 0.02029
H1 2.51725 0.19987 -0.39424
H2 1.71476 1.76844 -0.19191
H3 1.96602 0.72448 1.22357
C3 -1.38509 -0.42627 -0.41900
O1 -2.35828 -0.56458 0.57487
O2 -0.71184 0.79626 -0.42539
H4 -2.17553 -1.44866 0.93192
H5 -1.68520 -0.80304 -1.40136

## Properties
orbital gap	11.0	eV
energy above the lowest of the compared OMol25 structures with the same formula, charge and spin	203.5	kJ/mol
highest occupied orbital energy	-10.0645	eV
calculated total energy	-8775.5857	eV

4.
The following is a quantum chemistry calculation of C3H5NO2 in the gas phase in a non-equilibrium geometry, from the OMol25 dataset.

CARTESIAN COORDINATES (ANGSTROEM)
O1 -1.81703 -1.51430 -0.43632
C1 -0.79626 -0.94406 0.12183
N1 -0.51465 -0.23620 1.39844
C2 0.52186 0.57707 0.67656
C3 0.33583 -0.37558 -0.58679
O2 -0.00049 0.22342 -1.92731
H1 -1.23815 0.42767 2.04954
H2 1.55950 0.82487 1.20460
H3 -0.08572 1.55347 0.47754
H4 1.16461 -0.97930 -0.82605
H5 0.87051 0.44294 -2.15202

## Properties
orbital gap	10.3	eV
SMILES	O=C1NC[C@@H]1O
energy above the lowest of the compared OMol25 structures with the same formula, charge and spin	343.6	kJ/mol
highest occupied orbital energy	-9.9703	eV
calculated total energy	-8774.1336	eV

5.
The following is a quantum chemistry calculation of C3H5NO2 in the gas phase in a non-equilibrium geometry, from the OMol25 dataset.

CARTESIAN COORDINATES (ANGSTROEM)
O1 -2.55873 -0.50900 -0.08486
C1 -1.37567 -0.29807 -0.12321
N1 -0.48616 -0.43983 0.92296
C2 0.69606 0.30142 0.55462
C3 0.76680 -0.02483 -0.92460
O2 -0.66685 0.14292 -1.22742
H1 -0.88951 -0.38150 1.84545
H2 0.49238 1.38055 0.49432
H3 1.53852 0.16483 1.22799
H4 1.00456 -1.02107 -1.31011
H5 1.47860 0.68458 -1.37514

## Properties
orbital gap	10.9	eV
SMILES	O=C1NCCO1
energy above the lowest of the compared OMol25 structures with the same formula, charge and spin	59.8	kJ/mol
highest occupied orbital energy	-10.1261	eV
calculated total energy	-8777.0747	eV

6.
The following is a quantum chemistry calculation of C3H5NO2 in the gas phase, from the OMol25 dataset.

CARTESIAN COORDINATES (ANGSTROEM)
C1 0.84056 -1.33770 0.73225
N1 0.21818 -0.68030 -0.42128
C2 -0.18799 0.60082 -0.23524
O1 0.09167 1.21165 0.79340
C3 -1.12557 1.64941 -0.85159
O2 -2.31551 1.64214 -0.67044
H1 0.52488 -0.79011 1.62163
H2 0.49942 -2.37276 0.81329
H3 1.93551 -1.31884 0.69443
H4 0.15153 -1.19217 -1.28992
H5 -0.57238 2.55258 -1.16958

## Properties
orbital gap	10.4	eV
SMILES	CNC(=O)C=O
energy above the lowest of the compared OMol25 structures with the same formula, charge and spin	157.4	kJ/mol
highest occupied orbital energy	-9.6665	eV
calculated total energy	-8776.0631	eV

no.,E_LUMO (eV)
1,0.70
2,0.79
3,0.93
4,0.29
5,0.79
6,0.73